(1)
A structure of composition C32H47Cl3N3O3SSiTi, computed with ωB97M-V/def2-TZVPD.

Geometry (Å):
Ti 0.342 1.261 -0.195
Cl -0.239 0.944 -2.394
Cl 1.987 2.689 -1.029
Cl -2.039 1.157 -0.103
S 0.867 -0.141 2.539
Si -0.465 2.809 -3.671
O -0.232 -1.492 -2.245
O 0.146 2.388 1.279
O 1.838 -0.074 -0.661
N 2.709 -1.789 -1.833
N -0.060 -0.242 1.204
N 0.088 4.520 1.653
C -2.176 -3.215 0.298
C 0.036 0.958 3.672
C -0.603 5.770 1.742
C -1.084 -3.055 -3.148
C -1.073 -2.990 -0.517
C -0.445 -2.057 4.087
C 0.283 -4.349 0.958
C -0.365 -4.208 -3.217
C -0.852 -4.670 1.706
C -1.230 1.468 3.430
C 1.895 -2.489 3.507
C 0.270 2.275 5.657
C 0.128 -4.807 -4.490
C -0.450 -3.215 4.856
C -1.532 -2.287 -4.355
C 0.737 -1.705 3.446
C 0.178 -3.501 -0.144
C -1.017 2.768 5.451
C 1.281 4.295 2.461
C -1.259 -2.256 -1.856
C 3.298 -3.112 -1.971
C 2.352 -1.225 -0.669
C -0.482 3.502 1.083
C 0.810 1.366 4.762
C 1.873 -3.640 4.286
C -2.082 -4.067 1.392
C -1.494 2.559 -5.239
C 1.240 3.393 -4.170
C 2.532 -1.041 -3.091
C -1.768 2.375 4.342
C 0.704 -3.988 4.965
C -1.331 3.937 -2.492
H -1.466 -2.890 -5.261
H 2.781 -4.229 4.362
H -2.220 -1.695 -1.874
H 3.593 -3.518 -0.995
H 1.822 0.959 4.861
H 1.048 -3.251 -0.752
H -1.161 5.840 2.683
H -0.789 -5.343 2.565
H -1.310 5.814 0.906
H 2.402 0.019 -2.859
H 0.905 -5.543 -4.265
H -1.766 1.157 2.539
H 4.182 -3.053 -2.625
H -0.909 -1.379 -4.445
H -1.453 3.475 6.167
H 0.569 -4.032 -5.128
H -1.419 3.601 0.535
H -2.956 -4.263 2.007
H 1.858 5.216 2.401
H 1.070 3.866 -5.159
H 0.986 4.074 3.496
H 1.976 2.584 -4.309
H 3.421 -1.190 -3.717
H -2.268 4.263 -2.976
H 2.597 -3.814 -2.452
H -0.073 -4.706 -2.286
H -1.827 3.559 -5.546
H 1.870 3.451 2.078
H 2.519 -1.741 0.302
H -2.396 1.930 -5.153
H -2.776 2.746 4.173
H -1.601 3.496 -1.525
H -0.641 -5.333 -5.069
H 0.700 -4.869 5.601
H -1.367 -3.485 5.376
H -2.575 -1.959 -4.248
H 1.700 4.140 -3.518
H 0.870 2.582 6.522
H -1.321 -1.411 3.956
H -0.775 -0.986 1.165
H -0.699 4.819 -2.326
H -0.880 2.154 -6.053
H 1.257 -4.753 1.245
H -3.124 -2.734 0.024
H 2.773 -2.157 2.948
H 1.642 -1.403 -3.625
H 0.136 6.567 1.672

Output
DFT total energy = -4555.2956 Eh
HOMO-LUMO gap (alpha / beta) = 5.249 / 5.195 eV
2S+1 = 2
Lowest unoccupied orbital energy (alpha / beta) = 0.09 / 0.06 eV

Atom charges from the Löwdin analysis, given in e for atoms 1 to 4: number 1, Ti, carries 0.26; number 2, Cl, carries 0.44; number 3, Cl, carries 0.10; number 4, Cl, carries 0.11

=====

(2)
A structure of composition C32H47CsN6O5Se2, computed with ωB97M-V/def2-TZVPD.

Geometry (Å):
Cs -1.156 -0.773 -0.109
Se 2.038 2.060 -3.709
Se 1.884 -3.432 -1.889
O -1.672 -0.611 -2.609
O 1.017 -1.412 -4.436
O -3.362 -1.620 1.572
O -3.269 0.385 0.564
O 5.309 -0.991 -4.081
N 3.575 2.738 0.804
N 0.522 -0.030 3.826
N 0.124 -0.850 6.071
N -1.523 0.200 4.933
N 4.519 0.733 0.442
N 2.573 0.941 1.893
C -1.607 0.558 -7.403
C -0.667 0.691 -6.390
C -2.237 0.435 3.686
C -2.897 0.108 -7.119
C 1.410 -0.607 6.699
C 4.448 -1.437 -2.997
C 3.487 1.374 1.119
C -7.441 0.804 0.847
C 3.038 -0.848 -3.064
C 5.396 1.719 -0.183
C 2.336 -0.435 2.263
C -5.399 -0.421 1.257
C -2.592 -0.413 -3.376
C -1.029 -0.730 6.958
C -6.134 -1.402 1.915
C 4.509 2.951 -0.285
C -2.297 -0.068 -4.795
C -1.004 0.366 -5.082
C -0.182 -0.203 4.858
C 1.891 -0.512 3.715
C -3.879 -0.570 1.125
C -8.172 -0.179 1.508
C 2.435 -1.214 -4.444
C -2.175 -0.555 5.980
C 3.170 0.699 -2.801
C -6.059 0.684 0.726
C -7.515 -1.283 2.043
C 5.124 -0.505 0.901
C 2.230 -1.466 -1.898
C 2.370 3.553 0.819
C -3.245 -0.196 -5.811
C -4.020 -0.522 -2.874
H 4.529 -1.381 0.642
H 1.971 -1.556 4.049
H 4.202 1.008 -2.991
H 1.671 3.116 1.525
H 1.906 3.583 -0.179
H 5.017 -0.113 -4.331
H 5.730 1.375 -1.162
H 5.306 -0.500 1.983
H 4.390 -2.522 -3.052
H -4.248 -0.543 -5.586
H 2.620 -0.394 -5.138
H 2.937 -2.112 -4.818
H 2.742 -1.212 -0.967
H -1.131 -1.609 7.590
H -4.046 -0.283 -1.808
H -4.697 0.133 -3.422
H 0.344 1.034 -6.589
H -4.363 -1.557 -3.005
H -3.015 -0.009 6.405
H -0.247 0.452 -4.292
H -2.416 -0.498 3.134
H -3.623 -0.007 -7.913
H 2.603 4.576 1.135
H -5.463 1.438 0.222
H 1.480 -0.815 1.711
H 1.450 -1.170 7.632
H 3.030 0.827 -1.727
H 6.083 -0.617 0.397
H -2.540 -1.527 5.621
H -1.337 0.799 -8.425
H -1.651 1.097 3.055
H 5.070 3.876 -0.143
H 6.279 1.908 0.443
H -5.594 -2.255 2.314
H 2.586 0.089 4.309
H -7.949 1.665 0.427
H 3.992 3.002 -1.246
H -9.249 -0.087 1.603
H -3.194 0.913 3.908
H -0.942 0.155 7.601
H 2.233 -0.941 6.072
H -8.080 -2.052 2.557
H 1.564 0.455 6.935
H 0.860 -2.180 -3.833
H 1.263 -0.980 -1.881
H 4.898 -1.168 -2.035
H 3.158 -1.129 2.101

Output
DFT total energy = -6775.3517 Eh
HOMO-LUMO gap = 4.493 eV
Charge = -2
Lowest unoccupied orbital energy = 3.60 eV

Atom charges from the Löwdin analysis, given in e for atoms 1 to 4: number 1, Cs, carries 1.29; number 2, Se, carries 0.24; number 3, Se, carries 0.24; number 4, O, carries -0.22

=====

(3)
A structure of composition C32H47FLiN8O10S, computed with ωB97M-V/def2-TZVPD.

Geometry (Å):
S -10.492 3.957 -10.114
F -10.657 3.363 -18.998
O -11.821 4.532 -10.050
O -16.317 9.414 -16.068
O -18.039 8.623 -18.325
O -9.268 8.139 -9.001
O -11.105 9.392 -9.136
O -15.017 8.301 -13.738
O -10.077 3.225 -11.305
O -13.505 10.770 -17.082
O -12.735 9.706 -15.150
O -12.533 7.058 -15.999
N -11.633 7.569 -12.761
N -16.102 9.069 -19.482
N -10.314 8.486 -9.575
N -5.645 3.592 -20.870
N -16.461 9.641 -12.631
N -10.029 6.822 -11.394
N -8.294 4.645 -20.302
N -10.020 8.898 -18.711
C -10.657 7.848 -10.741
C -6.692 2.724 -20.291
C -10.452 4.744 -18.971
C -16.948 9.235 -18.398
C -10.244 5.644 -13.566
C -8.767 9.575 -19.034
C -7.718 3.586 -19.489
C -9.352 5.355 -19.680
C -6.278 4.642 -21.772
C -11.907 9.084 -17.183
C -10.698 6.627 -12.572
C -10.953 9.639 -18.001
C -9.171 5.182 -9.784
C -15.733 9.316 -13.714
C -11.637 8.366 -11.642
C -14.851 9.781 -19.777
C -16.457 8.058 -20.451
C -8.972 10.711 -20.085
C -11.211 5.398 -18.003
C -16.636 10.163 -17.260
C -8.800 6.066 -10.921
C -10.317 2.864 -8.636
C -15.771 10.188 -14.987
C -17.097 10.940 -12.262
C -11.893 7.632 -16.908
C -7.354 5.475 -21.012
C -9.374 6.777 -19.561
C -11.127 6.839 -17.944
C -12.832 9.911 -16.413
C -16.409 8.695 -11.566
C -11.317 1.740 -8.662
C -10.153 7.525 -18.719
Li -13.401 8.082 -14.629
H -16.352 9.272 -10.619
H -12.389 9.113 -11.482
H -7.964 10.981 -20.469
H -10.390 3.513 -7.762
H -16.623 8.458 -21.461
H -8.552 2.915 -19.246
H -17.562 10.805 -11.306
H -17.842 11.283 -13.058
H -11.286 1.293 -7.645
H -9.560 10.295 -20.962
H -17.324 8.094 -11.475
H -5.494 5.333 -22.168
H -8.294 5.555 -11.770
H -9.412 5.800 -8.900
H -12.343 2.034 -8.878
H -10.144 4.683 -12.990
H -16.400 11.015 -14.730
H -15.004 10.751 -20.273
H -9.400 11.636 -19.662
H -7.981 6.020 -21.741
H -8.320 4.552 -9.529
H -11.856 4.936 -17.270
H -8.720 7.376 -20.166
H -11.010 5.594 -14.387
H -11.007 0.944 -9.381
H -15.559 8.008 -11.703
H -17.388 7.613 -20.063
H -7.207 3.952 -18.585
H -8.349 10.068 -18.174
H -15.710 7.277 -20.433
H -5.022 3.905 -20.122
H -6.778 6.265 -20.469
H -9.300 5.868 -14.027
H -7.192 2.191 -21.120
H -15.864 10.938 -17.417
H -16.303 11.648 -12.252
H -14.297 9.143 -20.470
H -8.144 6.937 -10.542
H -10.964 10.692 -18.105
H -6.155 2.005 -19.587
H -9.259 2.484 -8.718
H -5.037 3.032 -21.447
H -14.306 9.915 -18.834
H -8.008 8.888 -19.400
H -6.746 4.042 -22.622
H -14.756 10.571 -15.227
H -17.577 10.693 -17.044

Output
DFT total energy = -2943.2832 Eh
HOMO-LUMO gap = 6.259 eV
Charge = +1
Lowest unoccupied orbital energy = -3.52 eV

Atom charges from the Löwdin analysis, given in e for atoms 1 to 4: number 1, S, carries 0.68; number 2, F, carries 0.01; number 3, O, carries -0.31; number 4, O, carries -0.10

=====

(4)
A structure of composition C32H47Ge2N2O3STi, computed with ωB97M-V/def2-TZVPD.

Geometry (Å):
Ge -0.269 -2.567 1.578
Ge 0.180 1.453 1.566
Ti -0.497 0.654 -0.757
S -1.105 2.435 -2.344
O 0.063 -0.986 -0.216
O 1.233 0.942 -1.409
O 2.010 -1.395 0.771
N -0.585 2.839 -4.901
N 1.254 2.362 -3.549
C -0.057 2.544 -3.684
C 1.387 -0.959 -0.152
C -1.327 2.742 2.056
C -2.814 -3.712 2.399
C 0.196 -1.317 5.615
C 0.374 -4.093 5.541
C -4.281 1.808 -1.667
C -2.840 0.432 -0.296
C 1.986 -0.296 -1.403
C 0.208 -1.970 4.377
C -1.008 3.645 3.240
C -3.282 -0.170 -2.605
C 0.096 -5.404 0.733
C 0.806 -4.061 0.657
C -3.654 1.559 -0.452
C 3.528 2.535 -4.332
C 0.129 -1.245 3.111
C 1.547 2.801 -5.865
C -0.491 3.073 -7.322
C 3.483 -0.051 -1.303
C 2.037 2.283 1.556
C 1.594 -1.130 -2.630
C -2.275 -2.794 1.306
C 2.552 2.646 2.946
C 0.177 2.906 -6.023
C -2.666 -0.451 -1.385
C 0.285 -3.366 4.373
C 0.208 0.082 2.994
C 0.386 -3.428 6.760
C 0.287 -2.044 6.785
C 2.076 2.566 -4.590
C -4.095 0.949 -2.741
H -0.013 -5.740 1.762
H -2.666 -3.269 3.382
H 1.867 -0.600 -3.543
H 1.926 3.390 3.429
H 1.787 -4.107 1.133
H 3.554 3.062 2.861
H -3.857 2.204 0.394
H 2.195 2.893 -6.721
H -0.275 4.401 2.978
H -1.914 4.157 3.559
H -2.211 -1.435 -1.242
H 3.910 0.131 -2.285
H 0.300 -3.895 3.418
H -1.426 2.518 -7.370
H 0.510 -1.339 -2.643
H -0.731 4.122 -7.510
H -1.585 3.015 -4.972
H -0.888 -5.368 0.267
H 4.037 1.781 -4.932
H 3.738 2.376 -3.278
H 0.111 -0.242 5.672
H 2.126 -2.081 -2.625
H 3.964 3.490 -4.631
H 0.477 -3.978 7.684
H -2.207 2.141 2.305
H 2.010 3.172 0.918
H -2.527 0.147 0.718
H -4.947 2.652 -1.765
H 0.934 -3.763 -0.387
H 0.687 -6.153 0.208
H 0.157 2.751 -8.132
H -1.567 3.352 1.177
H -2.457 -3.241 0.328
H -0.640 3.066 4.083
H 0.271 -1.527 7.732
H -2.790 -1.834 1.361
H 1.496 1.564 -2.214
H 0.375 0.623 3.926
H 3.691 0.800 -0.657
H -4.615 1.130 -3.671
H -3.880 -3.871 2.253
H 2.610 1.762 3.578
H 3.966 -0.921 -0.863
H -3.177 -0.861 -3.430
H 0.435 -5.169 5.509
H 2.727 1.558 1.117
H -2.324 -4.682 2.380

Output
DFT total energy = -6983.3681 Eh
HOMO-LUMO gap = 5.768 eV
Charge = +3
Lowest unoccupied orbital energy = -9.45 eV

Atom charges from the Löwdin analysis, given in e for atoms 1 to 4: number 1, Ge, carries 1.26; number 2, Ge, carries 1.00; number 3, Ti, carries 0.78; number 4, S, carries 0.84

=====

no.,F_max (eV Å⁻¹)
1,4.429
2,3.015
3,3.911
4,3.747